Computed, not measured: a cluster of 25 separate species, C70H200N10O40 in total at a distorted geometry, with ωB97M-V with the def2-TZVPD basis set.

Bonds (Å) are listed after each position.
Positions of all 320 atoms, in Å:
1 O -2.2691 7.4380 6.5374  C88 1.448, H165 0.960
2 O 1.6156 -6.7114 4.3411  C94 1.416, H268 0.960
3 O -8.8496 -4.4478 2.8874  C54 1.429, H264 0.960
4 O -2.8390 2.9012 1.9632  C119 1.466, H303 0.960
5 O 0.4727 2.6095 -2.1917  C55 1.433, H240 0.960
6 O 3.4350 4.7608 6.7187  C102 1.453, C116 1.422
7 O 0.0180 -1.1068 7.0315  C109 1.468, H296 0.960
8 O -4.7396 -0.6805 4.4700  C62 1.458, C111 1.454
9 O 5.1088 1.0088 -0.6399  C61 1.422, C110 1.469
10 O -4.7146 5.0650 -0.4586  C114 1.409, H280 0.960
11 O 1.0377 9.2663 3.7005  C120 1.420, H201 0.960
12 O -0.9606 4.3802 -0.9538  C106 1.447, H285 0.960
13 O 4.8786 -7.3856 -4.1357  C59 1.363, H211 0.960
14 O -7.6939 -1.1881 -0.6876  C84 1.368, H291 0.960
15 O -1.5944 -0.9437 -3.9595  C117 1.377, H163 0.960
16 O 5.0313 2.9669 1.4124  C100 1.426, H149 0.960
17 O 2.9284 5.5259 1.3841  C113 1.394, H153 0.960
18 O -6.1600 -3.9329 2.3082  C97 1.420, H122 0.960
19 O 4.4430 0.4519 4.3473  C73 1.421, C92 1.446
20 O -1.8830 6.3309 0.5825  C68 1.424, H219 0.960
21 O -7.6532 -0.7651 -3.6419  C77 1.377, H267 0.960
22 O -1.5615 -2.4074 -6.3801  C60 1.385, C70 1.434
23 O 2.0616 -6.8077 -3.1622  C112 1.407, H171 0.960
24 O 1.3336 2.1881 -6.1277  C65 1.442, H121 0.960
25 O -5.7542 4.6765 -2.7774  C58 1.499, C103 1.359
26 O -4.2394 -5.7755 -0.7787  C85 1.403, C91 1.482
27 O -0.6222 -6.4778 1.5024  C52 1.444, H168 0.960
28 O 0.8748 0.2756 -3.6851  C66 1.433, H272 0.960
29 O 0.3368 -6.8825 -1.2053  C51 1.421, H161 0.960
30 O -3.3101 -0.3359 -1.5020  C67 1.482, H205 0.960
31 O -5.9910 3.7545 1.5933  C86 1.448, H298 0.960
32 O -1.4031 5.0693 3.7642  C80 1.427, H313 0.960
33 O -0.6128 1.6663 7.3241  C115 1.376, H260 0.960
34 O 5.2644 -3.2456 -1.7232  C69 1.467, C79 1.390
35 O 1.1613 6.6525 3.2529  C104 1.412, H137 0.960
36 O -1.0272 -3.1360 1.8770  C105 1.399, H155 0.960
37 O 4.2391 -3.7616 -8.7356  C76 1.398, C87 1.480
38 O 1.4472 -4.4369 2.4963  C96 1.419, H284 0.960
39 O 7.2296 -6.7505 -5.8507  C90 1.440, H258 0.960
40 O 1.3163 -0.7651 -0.4301  C101 1.428, C108 1.431
41 N 5.7924 7.6783 6.7232  C53 1.470, H293 1.010, H295 1.010
42 N 4.7543 -1.1940 -6.0478  C98 1.454, H257 1.010, H278 1.010
43 N 0.5356 -5.2599 -7.6391  C107 1.487, H143 1.010, H145 1.010
44 N -6.9693 7.5600 -5.0869  C72 1.517, H209 1.010, H305 1.010
45 N -6.2616 1.5954 5.1815  C64 1.477, H277 1.010, H279 1.010
46 N 6.7938 -3.7282 1.7497  C71 1.495, H224 1.010, H243 1.010
47 N 7.3440 -0.1876 0.4990  C57 1.457, H208 1.010, H250 1.010
48 N 5.4603 2.9449 6.8951  C89 1.414, H148 1.010, H315 1.010
49 N -1.9187 0.4927 0.7955  C78 1.432, H140 1.010, H236 1.010
50 N -4.2503 -6.6237 -4.4478  C118 1.473, H193 1.010, H233 1.010
51 C 1.6871 -6.4790 -1.0263  O29 1.421, C112 1.509, H186 1.090, H221 1.090
52 C -1.6957 -5.5121 1.4691  O27 1.444, C105 1.552, H136 1.090, H274 1.090
53 C 5.1617 6.4697 7.2724  N41 1.470, C93 1.508, C102 1.548, H188 1.090
54 C -8.4865 -4.3241 1.5109  O3 1.429, C97 1.504, H157 1.090, H159 1.090
55 C 0.0947 3.7904 -2.9101  O5 1.433, C106 1.586, H178 1.090, H273 1.090
56 C -3.1725 -4.8002 -3.4059  C118 1.588, H130 1.090, H212 1.090, H225 1.090
57 C 7.4716 1.1420 -0.0830  N47 1.457, C83 1.589, C110 1.517, H184 1.090
58 C -6.2082 5.3043 -4.0607  O25 1.499, C72 1.563, H167 1.090, H253 1.090
59 C 4.9924 -6.2169 -4.8285  O13 1.363, C90 1.516, H175 1.090, H281 1.090
60 C -0.7749 -3.1584 -7.2370  O22 1.385, C107 1.520, H286 1.090, H310 1.090
61 C 4.2377 0.4930 -1.6385  O9 1.422, H133 1.090, H263 1.090, H282 1.090
62 C -6.0620 -0.5820 3.8639  O8 1.458, C64 1.601, H200 1.090, H304 1.090
63 C 0.2820 0.3568 1.8687  C78 1.557, H230 1.090, H244 1.090, H294 1.090
64 C -6.9093 0.2992 4.8979  N45 1.477, C62 1.601, C75 1.536, H220 1.090
65 C 1.1570 0.7588 -6.0589  O24 1.442, C66 1.485, H252 1.090, H314 1.090
66 C 1.7198 0.1373 -4.8336  O28 1.433, C65 1.485, H174 1.090, H206 1.090
67 C -2.8389 0.5830 -2.5654  O30 1.482, C117 1.575, H142 1.090, H198 1.090
68 C -3.2316 6.2578 1.0343  O20 1.424, C114 1.534, H242 1.090, H283 1.090
69 C 5.9203 -2.7922 -2.9542  O34 1.467, H216 1.090, H246 1.090, H271 1.090
70 C -2.5835 -1.5996 -6.9791  O22 1.434, H158 1.090, H164 1.090, H261 1.090
71 C 5.7181 -3.7894 0.7139  N46 1.495, C79 1.554, C82 1.586, H132 1.090
72 C -6.3604 6.8504 -3.8923  N44 1.517, C58 1.563, C74 1.457, H154 1.090
73 C 4.2638 1.7547 4.8849  O19 1.421, C89 1.644, H262 1.090, H265 1.090
74 C -7.1528 7.3124 -2.7597  C72 1.457, H170 1.090, H254 1.090, H290 1.090
75 C -8.3135 0.6361 4.3733  C64 1.536, H125 1.090, H183 1.090, H289 1.090
76 C 4.3647 -3.2615 -7.4367  O37 1.398, C98 1.613, H229 1.090, H276 1.090
77 C -6.5843 -1.1421 -2.8606  O21 1.377, C84 1.572, H207 1.090, H287 1.090
78 C -0.5104 0.5728 0.5457  N49 1.432, C63 1.557, C108 1.589, H319 1.090
79 C 6.0049 -2.9746 -0.5783  O34 1.390, C71 1.554, H288 1.090, H301 1.090
80 C -2.0951 6.1197 4.4392  O32 1.427, C88 1.540, H131 1.090, H182 1.090
81 C 0.7378 -4.2430 -5.5271  C107 1.513, H189 1.090, H202 1.090, H228 1.090
82 C 4.2506 -3.5732 1.2750  C71 1.586, H173 1.090, H213 1.090, H238 1.090
83 C 8.9733 1.3695 -0.5483  C57 1.589, H203 1.090, H256 1.090, H302 1.090
84 C -6.5741 -0.7490 -1.3384  O14 1.368, C77 1.572, H195 1.090, H292 1.090
85 C -4.9720 -6.2908 0.3012  O26 1.403, H181 1.090, H234 1.090, H306 1.090
86 C -5.2994 2.5139 1.8743  O31 1.448, C119 1.530, H223 1.090, H232 1.090
87 C 3.5655 -5.0780 -8.6782  O37 1.480, H150 1.090, H160 1.090, H249 1.090
88 C -1.4645 6.4916 5.7936  O1 1.448, C80 1.540, H129 1.090, H237 1.090
89 C 5.2440 1.7303 6.2050  N48 1.414, C73 1.644, C99 1.555, H151 1.090
90 C 6.4662 -5.8955 -4.9787  O39 1.440, C59 1.516, H135 1.090, H169 1.090
91 C -4.8445 -6.3080 -2.0228  O26 1.482, C118 1.591, H227 1.090, H248 1.090
92 C 3.1818 -0.2091 4.0928  O19 1.446, H134 1.090, H179 1.090, H255 1.090
93 C 4.6698 6.8343 8.6502  C53 1.508, H217 1.090, H241 1.090, H251 1.090
94 C 2.4110 -5.5410 4.4016  O2 1.416, C96 1.524, H199 1.090, H247 1.090
95 C 6.6791 -2.2218 -7.1977  C98 1.566, H126 1.090, H190 1.090, H297 1.090
96 C 1.6506 -4.3209 3.8962  O38 1.419, C94 1.524, H166 1.090, H275 1.090
97 C -7.1763 -3.5994 1.3735  O18 1.420, C54 1.504, H146 1.090, H239 1.090
98 C 5.1560 -1.8654 -7.2733  N42 1.454, C76 1.613, C95 1.566, H231 1.090
99 C 4.7048 0.8084 7.3347  C89 1.555, H141 1.090, H194 1.090, H269 1.090
100 C 3.6485 3.2810 1.2652  O16 1.426, C113 1.489, H156 1.090, H185 1.090
101 C 1.7406 -1.8673 -1.2330  O40 1.428, H139 1.090, H144 1.090, H162 1.090
102 C 4.0555 6.0045 6.2952  O6 1.453, C53 1.548, H311 1.090, H317 1.090
103 C -5.3990 3.3671 -2.8550  O25 1.359, H176 1.090, H214 1.090, H307 1.090
104 C 0.3158 7.3621 2.3731  O35 1.412, C120 1.579, H128 1.090, H235 1.090
105 C -1.1439 -4.1638 0.9354  O36 1.399, C52 1.552, H215 1.090, H299 1.090
106 C 0.0218 4.9620 -1.8432  O12 1.447, C55 1.586, H127 1.090, H309 1.090
107 C -0.2443 -4.4598 -6.6578  N43 1.487, C60 1.520, C81 1.513, H172 1.090
108 C -0.1077 -0.6220 -0.4217  O40 1.431, C78 1.589, H180 1.090, H187 1.090
109 C -0.8739 -0.4196 6.0889  O7 1.468, C115 1.534, H147 1.090, H318 1.090
110 C 6.4458 1.2556 -1.1953  O9 1.469, C57 1.517, H123 1.090, H312 1.090
111 C -4.0397 -1.9537 4.4041  O8 1.454, H177 1.090, H196 1.090, H266 1.090
112 C 2.2712 -5.7773 -2.2281  O23 1.407, C51 1.509, H210 1.090, H222 1.090
113 C 3.0057 4.3328 2.1003  O17 1.394, C100 1.489, H192 1.090, H308 1.090
114 C -4.0528 6.2929 -0.2607  O10 1.409, C68 1.534, H124 1.090, H226 1.090
115 C -0.6043 1.0904 6.0743  O33 1.376, C109 1.534, H138 1.090, H197 1.090
116 C 2.0980 4.4802 6.3249  O6 1.422, H204 1.090, H245 1.090, H316 1.090
117 C -2.7904 -0.2645 -3.8916  O15 1.377, C67 1.575, H259 1.090, H270 1.090
118 C -3.7007 -6.2718 -3.1274  N50 1.473, C56 1.588, C91 1.591, H300 1.090
119 C -4.0427 2.5960 2.7429  O4 1.466, C86 1.530, H152 1.090, H218 1.090
120 C 0.7769 8.8721 2.3611  O11 1.420, C104 1.579, H191 1.090, H320 1.090
121 H 0.5538 2.5393 -6.5639  O24 0.960
122 H -5.2409 -3.9558 2.0321  O18 0.960
123 H 6.4375 2.2779 -1.5735  C110 1.090
124 H -3.3997 6.5358 -1.0989  C114 1.090
125 H -8.8564 1.2497 5.0923  C75 1.090
126 H 7.0292 -3.0922 -6.6428  C95 1.090
127 H 0.9578 5.0894 -1.2994  C106 1.090
128 H -0.7415 7.4069 2.6346  C104 1.090
129 H -0.5487 7.0310 5.5521  C88 1.090
130 H -3.8453 -4.1434 -3.9575  C56 1.090
131 H -2.3860 7.0069 3.8768  C80 1.090
132 H 5.6045 -4.8488 0.4840  C71 1.090
133 H 3.9553 1.3263 -2.2820  C61 1.090
134 H 2.6469 -0.3743 5.0281  C92 1.090
135 H 6.6333 -4.8453 -5.2182  C90 1.090
136 H -2.3147 -6.0198 0.7294  C52 1.090
137 H 0.6050 6.0115 3.7014  O35 0.960
138 H 0.3461 1.3556 5.6111  C115 1.090
139 H 2.7818 -2.0338 -0.9569  C101 1.090
140 H -2.2628 -0.2805 1.3467  N49 1.010
141 H 4.2523 -0.1352 7.0296  C99 1.090
142 H -1.8857 1.0998 -2.4541  C67 1.090
143 H 1.1633 -4.6504 -8.1437  N43 1.010
144 H 1.1969 -2.7610 -0.9268  C101 1.090
145 H -0.1183 -5.5196 -8.3638  N43 1.010
146 H -6.7882 -3.6045 0.3550  C97 1.090
147 H -0.7841 -0.7966 5.0701  C109 1.090
148 H 5.9059 2.9551 7.8015  N48 1.010
149 H 5.2755 2.2331 0.8435  O16 0.960
150 H 3.1242 -5.3275 -7.7133  C87 1.090
151 H 6.1622 1.3210 5.7837  C89 1.090
152 H -4.0523 3.4537 3.4155  C119 1.090
153 H 2.4860 6.0921 2.0207  O17 0.960
154 H -5.3465 7.2373 -3.7908  C72 1.090
155 H -0.1043 -3.2019 2.1332  O36 0.960
156 H 3.0917 2.3702 1.4856  C100 1.090
157 H -8.4410 -5.3137 1.0561  C54 1.090
158 H -2.7718 -1.7864 -8.0364  C70 1.090
159 H -9.1589 -3.7993 0.8322  C54 1.090
160 H 2.8005 -5.1065 -9.4542  C87 1.090
161 H -0.1559 -6.9218 -0.3824  O29 0.960
162 H 1.7497 -1.7590 -2.3176  C101 1.090
163 H -1.6266 -1.4404 -4.7804  O15 0.960
164 H -2.3782 -0.5293 -6.9604  C70 1.090
165 H -3.1755 7.1217 6.5401  O1 0.960
166 H 2.1408 -3.4181 4.2606  C96 1.090
167 H -7.1610 5.0689 -4.5349  C58 1.090
168 H 0.0383 -6.2821 2.1711  O27 0.960
169 H 6.8880 -6.0366 -3.9836  C90 1.090
170 H -6.6872 6.8786 -1.8748  C74 1.090
171 H 1.3052 -7.2744 -2.7993  O23 0.960
172 H -1.0092 -5.1228 -6.2535  C107 1.090
173 H 3.8907 -2.5645 1.4778  C82 1.090
174 H 2.1413 -0.8648 -4.9129  C66 1.090
175 H 4.4397 -5.4907 -4.2324  C59 1.090
176 H -5.4098 3.1544 -1.7860  C103 1.090
177 H -4.2712 -2.6603 5.2010  C111 1.090
178 H 0.8683 3.9191 -3.6671  C55 1.090
179 H 3.3330 -1.1770 3.6149  C92 1.090
180 H -0.6491 -1.5235 -0.1349  C108 1.090
181 H -5.9724 -5.8894 0.4626  C85 1.090
182 H -3.0249 5.6321 4.7319  C80 1.090
183 H -8.1738 1.1808 3.4396  C75 1.090
184 H 7.1934 1.8268 0.7181  C57 1.090
185 H 3.5707 3.5075 0.2018  C100 1.090
186 H 1.6702 -5.8106 -0.1654  C51 1.090
187 H -0.4328 -0.2671 -1.3997  C108 1.090
188 H 5.8861 5.6569 7.3245  C53 1.090
189 H 0.2174 -3.8577 -4.6503  C81 1.090
190 H 7.1562 -2.2271 -8.1777  C95 1.090
191 H 0.1291 9.5312 1.7831  C120 1.090
192 H 1.9404 4.1576 2.2503  C113 1.090
193 H -3.4822 -6.6150 -5.1036  N50 1.010
194 H 5.5255 0.5157 7.9896  C99 1.090
195 H -6.4428 0.3189 -1.1639  C84 1.090
196 H -3.8850 -2.4706 3.4570  C111 1.090
197 H -1.3078 1.6392 5.4481  C115 1.090
198 H -3.6200 1.3432 -2.5769  C67 1.090
199 H 2.7777 -5.2815 5.3948  C94 1.090
200 H -6.5778 -1.5367 3.7607  C62 1.090
201 H 1.5518 8.4969 3.9563  O11 0.960
202 H 1.5479 -3.5342 -5.6983  C81 1.090
203 H 9.3931 2.3702 -0.4460  C83 1.090
204 H 1.4430 4.9559 7.0548  C116 1.090
205 H -2.7293 -1.0940 -1.5997  O30 0.960
206 H 2.6592 0.6663 -4.6728  C66 1.090
207 H -5.7082 -0.6894 -3.3248  C77 1.090
208 H 6.3690 -0.4254 0.6125  N47 1.010
209 H -6.8760 8.5657 -5.0933  N44 1.010
210 H 1.8062 -4.8237 -2.4781  C112 1.090
211 H 4.0305 -7.3828 -3.6860  O13 0.960
212 H -3.0472 -4.4812 -2.3712  C56 1.090
213 H 4.0552 -4.1672 2.1678  C82 1.090
214 H -4.4185 3.1928 -3.2981  C103 1.090
215 H -0.1665 -4.2555 0.4617  C105 1.090
216 H 5.2383 -2.7423 -3.8030  C69 1.090
217 H 3.9082 6.1826 9.0785  C93 1.090
218 H -3.7387 1.8377 3.4644  C119 1.090
219 H -1.7870 5.5801 -0.0081  O20 0.960
220 H -6.9844 -0.3090 5.7993  C64 1.090
221 H 2.3364 -7.3402 -0.8689  C51 1.090
222 H 3.3328 -5.6379 -2.0237  C112 1.090
223 H -5.1837 1.9871 0.9271  C86 1.090
224 H 6.8834 -2.7376 1.9253  N46 1.010
225 H -2.1334 -4.8248 -3.7342  C56 1.090
226 H -4.7089 7.1581 -0.1653  C114 1.090
227 H -5.7082 -5.7221 -2.3370  C91 1.090
228 H 1.1757 -5.2165 -5.3064  C81 1.090
229 H 3.3792 -3.2290 -6.9722  C76 1.090
230 H 1.2058 -0.2154 1.7831  C63 1.090
231 H 4.9794 -1.3283 -8.2052  C98 1.090
232 H -6.0872 1.8938 2.3020  C86 1.090
233 H -4.6058 -7.5691 -4.4561  N50 1.010
234 H -4.5114 -5.9291 1.2205  C85 1.090
235 H 0.2734 7.0210 1.3387  C104 1.090
236 H -2.4747 0.4235 -0.0448  N49 1.010
237 H -1.1741 5.6034 6.3548  C88 1.090
238 H 3.5407 -3.8332 0.4898  C82 1.090
239 H -7.3207 -2.5581 1.6614  C97 1.090
240 H 0.7643 1.8578 -2.7127  O5 0.960
241 H 4.2170 7.8206 8.5486  C93 1.090
242 H -3.3885 5.3450 1.6090  C68 1.090
243 H 6.2282 -3.9947 2.5430  N46 1.010
244 H -0.2571 -0.3081 2.5435  C63 1.090
245 H 1.9323 3.4029 6.3125  C116 1.090
246 H 6.7416 -3.4567 -3.2226  C69 1.090
247 H 3.2779 -5.7130 3.7636  C94 1.090
248 H -5.2426 -7.3227 -2.0180  C91 1.090
249 H 4.2500 -5.8875 -8.9317  C87 1.090
250 H 7.6770 -0.0846 1.4470  N47 1.010
251 H 5.4563 6.9652 9.3934  C93 1.090
252 H 1.4624 0.3678 -7.0294  C65 1.090
253 H -5.4592 5.3273 -4.8523  C58 1.090
254 H -8.1760 6.9402 -2.7072  C74 1.090
255 H 2.5041 0.4384 3.5364  C92 1.090
256 H 8.9893 1.0202 -1.5807  C83 1.090
257 H 3.8305 -0.8346 -6.2416  N42 1.010
258 H 7.9340 -7.0667 -5.2802  O39 0.960
259 H -2.8758 0.3857 -4.7622  C117 1.090
260 H -1.5348 1.8195 7.5433  O33 0.960
261 H -3.5046 -1.7667 -6.4207  C70 1.090
262 H 3.2783 2.0176 5.2692  C73 1.090
263 H 3.3881 0.2617 -0.9961  C61 1.090
264 H -8.0327 -4.1397 3.2867  O3 0.960
265 H 4.5491 2.6079 4.2694  C73 1.090
266 H -3.0399 -1.6727 4.7350  C111 1.090
267 H -8.2967 -1.4771 -3.6189  O21 0.960
268 H 1.8835 -7.2431 5.0942  O2 0.960
269 H 3.8789 1.1808 7.9407  C99 1.090
270 H -3.5774 -1.0010 -4.0533  C117 1.090
271 H 6.1752 -1.7332 -2.9952  C69 1.090
272 H 0.1660 -0.3376 -3.8928  O28 0.960
273 H -0.8997 3.5231 -3.2676  C55 1.090
274 H -2.1826 -5.4333 2.4411  C52 1.090
275 H 0.6780 -4.3687 4.3860  C96 1.090
276 H 4.8961 -3.9809 -6.8136  C76 1.090
277 H -5.3202 1.2309 5.2134  N45 1.010
278 H 5.2000 -0.2946 -5.9355  N42 1.010
279 H -6.4568 1.9153 6.1195  N45 1.010
280 H -4.9072 5.0165 -1.3979  O10 0.960
281 H 4.5795 -6.4525 -5.8094  C59 1.090
282 H 4.5420 -0.4156 -2.1580  C61 1.090
283 H -3.4627 7.1598 1.6009  C68 1.090
284 H 1.4507 -5.3819 2.3272  O38 0.960
285 H -0.7554 3.4433 -0.9963  O12 0.960
286 H 0.0697 -2.5067 -7.4607  C60 1.090
287 H -6.4536 -2.1917 -3.1240  C77 1.090
288 H 5.8906 -1.9523 -0.2178  C79 1.090
289 H -9.0761 -0.1291 4.2286  C75 1.090
290 H -7.0620 8.3969 -2.6996  C74 1.090
291 H -8.3308 -0.4799 -0.5676  O14 0.960
292 H -5.8026 -1.3649 -0.8764  C84 1.090
293 H 6.1882 7.5163 5.8082  N41 1.010
294 H 0.5140 1.2756 2.4073  C63 1.090
295 H 6.5126 8.0223 7.3422  N41 1.010
296 H 0.1694 -0.4493 7.7144  O7 0.960
297 H 7.1834 -1.4037 -6.6834  C95 1.090
298 H -5.4985 4.2588 0.9416  O31 0.960
299 H -1.7563 -3.9130 0.0693  C105 1.090
300 H -2.8584 -6.9050 -2.8486  C118 1.090
301 H 7.0685 -3.0250 -0.8112  C79 1.090
302 H 9.7619 0.7632 -0.1027  C83 1.090
303 H -2.6439 2.0964 1.4776  O4 0.960
304 H -6.0386 -0.1296 2.8724  C62 1.090
305 H -7.9444 7.3590 -5.2571  N44 1.010
306 H -4.8379 -7.3699 0.3768  C85 1.090
307 H -6.1591 2.6724 -3.2123  C103 1.090
308 H 3.3771 4.5627 3.0990  C113 1.090
309 H -0.3128 5.9557 -2.1412  C106 1.090
310 H -1.3700 -3.4396 -8.1059  C60 1.090
311 H 4.4253 5.8789 5.2776  C102 1.090
312 H 6.6809 0.6560 -2.0746  C110 1.090
313 H -1.8105 4.8824 2.9153  O32 0.960
314 H 0.1102 0.4552 -6.0419  C65 1.090
315 H 4.6243 3.5072 6.9657  N48 1.010
316 H 2.0687 4.8935 5.3167  C116 1.090
317 H 3.4589 6.9088 6.1747  C102 1.090
318 H -1.8390 -0.7435 6.4784  C109 1.090
319 H -0.1919 1.5392 0.1550  C78 1.090
320 H 1.7218 8.9263 1.8204  C120 1.090

Calculated values
Net charge ... 0
Strongest force on any atom ... 5.38 eV/A
Electronic energy ... -6343.3819 Eh

Results of the Mulliken charge analysis, in e, for atoms 1 through 99:
1 O -0.58
2 O -0.48
3 O -0.57
4 O 0.62
5 O 0.34
6 O -0.63
7 O -0.60
8 O -0.25
9 O 0.70
10 O -0.34
11 O -0.65
12 O -0.64
13 O -0.68
14 O -0.50
15 O 0.50
16 O -0.83
17 O -0.76
18 O -0.61
19 O -0.44
20 O -0.18
21 O -0.63
22 O -0.46
23 O -0.58
24 O -0.60
25 O -0.42
26 O 0.18
27 O -0.74
28 O 0.98
29 O -0.66
30 O -0.36
31 O -0.70
32 O 0.22
33 O -0.63
34 O 0.24
35 O 0.03
36 O 0.04
37 O -0.52
38 O -0.31
39 O -0.56
40 O 0.89
41 N -0.74
42 N -0.22
43 N -0.69
44 N -0.75
45 N -0.53
46 N -0.75
47 N -0.41
48 N -0.39
49 N 0.99
50 N -0.73
51 C 0.11
52 C -0.70
53 C 0.80
54 C -0.41
55 C -0.50
56 C -0.79
57 C 0.84
58 C -0.76
59 C 0.42
60 C -0.84
61 C 0.02
62 C 0.06
63 C -1.04
64 C 0.20
65 C -0.01
66 C -0.75
67 C 2.14
68 C 0.43
69 C -0.75
70 C -0.91
71 C 0.12
72 C 0.61
73 C 0.38
74 C -1.06
75 C -1.49
76 C 1.25
77 C -0.25
78 C 1.32
79 C -0.11
80 C -0.33
81 C -0.82
82 C -0.18
83 C -1.56
84 C 0.47
85 C -0.89
86 C 0.86
87 C -0.68
88 C -0.30
89 C 0.10
90 C -0.20
91 C -1.00
92 C 0.11
93 C -1.62
94 C -0.83
95 C -1.36
96 C 0.15
97 C -0.35
98 C 0.27
99 C -1.30